# 1
A molecular structure, C22H28BrIN4OSbV at a distorted geometry. Source: the Open Molecules 2025 dataset; level of theory: ωB97M-V with the def2-TZVPD basis set.

Geometry as XYZ:
```
59
Properties=species:S:1:pos:R:3
V 0.097 -0.045 0.224
C 3.306 0.422 -4.487
C 2.561 -0.376 -3.480
C 2.397 -1.757 -3.596
C 1.520 -2.439 -2.761
C 0.885 -1.689 -1.798
Br -0.567 -2.294 -0.683
N 1.137 -0.409 -1.564
C 1.938 0.247 -2.395
H 3.780 -0.216 -5.227
H 4.064 1.047 -4.021
H 2.604 1.085 -4.995
H 2.925 -2.304 -4.361
H 1.331 -3.493 -2.881
H 2.057 1.311 -2.215
I -0.715 2.249 -0.520
C -3.202 1.321 2.406
Sb -1.538 -0.040 2.361
C -2.604 -1.870 2.720
C -0.647 0.348 4.288
H -3.749 1.163 3.332
H -3.858 1.121 1.561
H -2.860 2.351 2.350
H -3.218 -1.750 3.607
H -1.917 -2.698 2.871
H -3.246 -2.085 1.870
H -1.423 0.277 5.042
H -0.222 1.349 4.306
H 0.129 -0.384 4.498
C -0.280 8.862 2.258
C 0.427 7.568 2.387
C 1.827 7.508 2.313
C 2.503 6.315 2.421
C 1.781 5.129 2.620
N 2.392 3.892 2.772
C 3.743 3.637 2.850
O 4.617 4.454 2.894
N 4.053 2.272 2.942
C 3.399 1.149 2.518
C 3.854 -0.110 2.951
C 3.185 -1.249 2.550
C 2.064 -1.127 1.745
N 1.650 0.059 1.287
C 2.315 1.167 1.630
C 0.377 5.170 2.661
C -0.286 6.368 2.554
H 0.396 9.698 2.417
H -1.118 8.925 2.952
H -0.698 8.955 1.251
H 2.385 8.422 2.172
H 3.579 6.293 2.376
H 1.766 3.130 2.996
H 4.981 2.124 3.326
H 4.722 -0.177 3.587
H 3.522 -2.226 2.864
H 1.486 -2.006 1.463
H 1.992 2.081 1.143
H -0.181 4.249 2.781
H -1.365 6.392 2.597
```

Multiplicity: 3
Total charge: +2
Electronic energy (hartree): -5204.8600
Highest occupied orbital energy (alpha / beta) (eV): -12.242 / -12.242

***

# 2
A molecular structure, C22H28Cl2N2OOsSSe at a distorted geometry. Source: the Open Molecules 2025 dataset; level of theory: ωB97M-V with the def2-TZVPD basis set.

Geometry as XYZ:
```
58
Properties=species:S:1:pos:R:3
Os 0.141 1.048 -1.295
C 5.391 0.459 1.982
C 5.027 -0.737 1.107
N 4.358 -0.336 -0.124
C 5.097 -0.418 -1.369
C 5.976 0.796 -1.663
C 3.107 0.091 -0.063
S 2.459 0.863 -1.503
N 2.456 -0.025 1.068
C 1.179 0.093 1.392
O 0.236 0.410 0.593
C 0.859 -0.224 2.783
C 1.876 -0.530 3.694
C 1.562 -0.877 4.990
C 0.235 -0.933 5.397
C -0.777 -0.615 4.501
C -0.475 -0.269 3.200
H 5.968 0.109 2.832
H 4.499 0.960 2.351
H 5.995 1.183 1.441
H 4.358 -1.398 1.662
H 5.928 -1.286 0.839
H 4.380 -0.547 -2.185
H 5.720 -1.315 -1.318
H 5.389 1.711 -1.712
H 6.450 0.645 -2.628
H 6.756 0.919 -0.919
H 2.902 -0.496 3.366
H 2.347 -1.116 5.688
H -0.007 -1.227 6.407
H -1.805 -0.657 4.822
H -1.255 -0.047 2.487
C -7.582 -0.458 -1.664
C -6.105 -0.561 -1.659
C -5.290 0.571 -1.796
C -3.915 0.480 -1.804
C -3.095 1.721 -1.975
C -3.300 -0.786 -1.659
Se -1.426 -0.989 -1.676
C -4.108 -1.948 -1.509
C -3.536 -3.317 -1.368
C -5.481 -1.801 -1.511
H -7.915 0.566 -1.801
H -7.995 -0.842 -0.729
H -8.008 -1.078 -2.454
H -5.753 1.542 -1.895
H -3.730 2.599 -1.907
H -2.617 1.733 -2.957
H -2.336 1.789 -1.177
H -2.524 -3.298 -0.964
H -3.504 -3.803 -2.346
H -4.164 -3.927 -0.722
H -6.091 -2.684 -1.383
Cl -0.015 3.738 -0.961
C 0.504 3.796 -2.660
Cl 0.110 2.203 -3.343
H 1.585 3.947 -2.705
H -0.041 4.574 -3.198
```

Multiplicity: 5
Total charge: +2
Electronic energy (hartree): -4849.9311
ΔE to the lowest compared entry with this formula, charge and spin (kcal/mol): 0.0
Highest occupied orbital energy (alpha / beta) (eV): -14.159 / -14.153

***

# 3
A molecular structure, C22H28ClF3N2O4Rh at a distorted geometry. Source: the Open Molecules 2025 dataset; level of theory: ωB97M-V with the def2-TZVPD basis set.

Geometry as XYZ:
```
61
Properties=species:S:1:pos:R:3
Rh -1.031 0.061 0.180
Cl -2.143 0.539 2.180
N -0.243 2.006 0.014
N -0.307 -1.935 0.187
C -0.774 2.812 -0.860
C -0.702 -2.723 -0.771
C 1.001 2.605 0.549
C 0.931 4.015 -0.029
C 2.209 1.859 0.019
C 1.012 2.643 2.064
H 2.200 1.872 -1.079
H 2.211 0.822 0.375
H 3.118 2.361 0.374
H 0.066 3.057 2.429
H 1.840 3.287 2.388
H 1.154 1.645 2.489
C 0.734 -2.625 0.991
C 1.023 -3.851 0.130
C 0.173 -3.069 2.331
C 1.963 -1.766 1.193
H 2.305 -1.371 0.230
H 2.761 -2.389 1.618
H 1.749 -0.954 1.897
H -0.773 -3.604 2.182
H 0.017 -2.202 2.980
H 0.898 -3.742 2.806
O -0.021 -3.856 -0.894
H 0.958 -4.805 0.669
H 1.991 -3.793 -0.385
O -0.161 3.979 -1.004
H 1.836 4.329 -0.561
H 0.669 4.767 0.728
C -1.918 2.456 -1.722
C -1.782 -2.420 -1.731
C -1.361 -1.187 -2.441
H -2.690 -2.236 -1.138
H -1.927 -3.267 -2.399
C -1.363 0.030 -1.744
C -1.459 1.243 -2.444
H -0.587 0.149 3.194
C -1.014 1.259 -3.776
C -0.712 0.054 -4.408
C -0.850 2.565 -4.489
C -0.904 -1.170 -3.770
H -0.353 0.068 -5.439
C -0.622 -2.458 -4.477
H -0.065 -2.260 -5.398
H -1.548 -2.981 -4.753
H -0.026 -3.137 -3.853
H -1.819 3.031 -4.711
H -0.330 2.405 -5.438
H -0.264 3.278 -3.893
H -2.158 3.285 -2.382
H -2.759 2.225 -1.055
F 1.710 0.107 6.909
C 1.648 -0.230 5.607
F 2.702 0.354 4.960
F 1.821 -1.584 5.505
C 0.299 0.196 4.944
O -0.570 0.723 5.593
O 0.304 -0.102 3.643
```

Multiplicity: 5
Total charge: -1
Electronic energy (hartree): -2135.9115
ΔE to the lowest compared entry with this formula, charge and spin (kcal/mol): 0.0
Highest occupied orbital energy (alpha / beta) (eV): 0.187 / -4.572